{"formula": "C73H162F3N9O3S", "method": "ωB97M-V/def2-TZVPD", "species": ["C", "C", "C", "N", "C", "C", "C", "C", "C", "H", "H", "H", "H", "H", "H", "H", "H", "H", "H", "H", "H", "H", "H", "H", "H", "H", "H", "C", "C", "C", "N", "C", "C", "C", "C", "C", "H", "H", "H", "H", "H", "H", "H", "H", "H", "H", "H", "H", "H", "H", "H", "H", "H", "H", "C", "C", "C", "N", "C", "C", "C", "C", "C", "H", "H", "H", "H", "H", "H", "H", "H", "H", "H", "H", "H", "H", "H", "H", "H", "H", "H", "C", "C", "C", "N", "C", "C", "C", "C", "C", "H", "H", "H", "H", "H", "H", "H", "H", "H", "H", "H", "H", "H", "H", "H", "H", "H", "H", "C", "C", "C", "N", "C", "C", "C", "C", "C", "H", "H", "H", "H", "H", "H", "H", "H", "H", "H", "H", "H", "H", "H", "H", "H", "H", "H", "C", "C", "C", "N", "C", "C", "C", "C", "C", "H", "H", "H", "H", "H", "H", "H", "H", "H", "H", "H", "H", "H", "H", "H", "H", "H", "H", "C", "C", "C", "N", "C", "C", "C", "C", "C", "H", "H", "H", "H", "H", "H", "H", "H", "H", "H", "H", "H", "H", "H", "H", "H", "H", "H", "C", "C", "C", "N", "C", "C", "C", "C", "C", "H", "H", "H", "H", "H", "H", "H", "H", "H", "H", "H", "H", "H", "H", "H", "H", "H", "H", "C", "C", "C", "N", "C", "C", "C", "C", "C", "H", "H", "H", "H", "H", "H", "H", "H", "H", "H", "H", "H", "H", "H", "H", "H", "H", "H", "C", "F", "F", "F", "S", "O", "O", "O"], "coordinates": [[-7.5169, -2.1608, 7.6311], [-6.2449, -2.7072, 7.0064], [-6.5353, -3.1125, 5.5493], [-5.2776, -3.4196, 4.7759], [-4.5679, -4.6317, 5.4319], [-5.7279, -3.7493, 3.3650], [-4.4654, -3.6612, 2.4954], [-3.5666, -2.6555, 3.2575], [-4.3269, -2.2849, 4.5634], [-8.1722, -3.0154, 7.8686], [-8.1611, -1.4773, 7.0872], [-7.3836, -1.9559, 8.6968], [-5.8014, -3.4219, 7.6994], [-5.4986, -1.9010, 6.9892], [-7.0509, -2.2842, 5.0552], [-7.3426, -3.8487, 5.5046], [-5.4056, -5.3137, 5.5219], [-4.0677, -4.3228, 6.3432], [-3.7839, -4.8045, 4.6958], [-6.1888, -4.7311, 3.2620], [-6.4703, -3.0313, 3.0228], [-4.0046, -4.6341, 2.3329], [-4.7695, -3.3040, 1.5126], [-2.5620, -3.0236, 3.4601], [-3.4627, -1.7698, 2.6344], [-3.5981, -2.1531, 5.3580], [-4.8286, -1.3372, 4.3810], [-3.2198, -1.7157, -2.7088], [-3.7597, -1.8912, -4.1494], [-5.1159, -1.1927, -4.2239], [-5.8809, -1.4359, -5.5224], [-6.0651, -2.9325, -5.7592], [-5.0768, -0.7269, -6.6383], [-6.0792, -0.6465, -7.7863], [-7.4012, -0.2112, -7.0648], [-7.2314, -0.7415, -5.6385], [-3.1659, -0.6676, -2.3968], [-2.2036, -2.0817, -2.5670], [-3.9066, -2.1815, -2.0014], [-3.7365, -2.9594, -4.3592], [-3.0888, -1.4353, -4.8786], [-5.0172, -0.1074, -4.1678], [-5.7846, -1.4135, -3.3891], [-6.9078, -3.0886, -6.4220], [-6.1807, -3.2780, -4.7358], [-5.1523, -3.3310, -6.1937], [-4.2756, -1.4212, -6.8778], [-4.7785, 0.2691, -6.3261], [-6.1828, -1.5676, -8.3520], [-5.8935, 0.2151, -8.4236], [-8.2533, -0.6796, -7.5467], [-7.3943, 0.8731, -7.0822], [-8.0628, -1.3633, -5.3167], [-7.1554, 0.1150, -4.9656], [0.1279, 4.8450, 0.4391], [0.0176, 6.3336, 0.0642], [1.0409, 7.1711, 0.8632], [0.8117, 8.6781, 0.9833], [-0.1300, 8.8449, 2.1482], [0.1564, 9.3083, -0.2403], [0.6351, 10.7542, -0.1422], [1.8019, 10.8235, 0.8674], [2.1326, 9.3620, 1.1085], [-0.4865, 4.2471, -0.2344], [-0.3292, 4.7078, 1.4185], [1.1602, 4.5076, 0.5260], [-1.0131, 6.6285, 0.3086], [-0.0314, 6.6547, -0.9788], [2.0255, 7.0005, 0.4244], [1.1622, 6.8234, 1.8894], [0.4076, 9.1186, 3.0571], [-0.7613, 7.9671, 2.2160], [-0.7593, 9.7297, 2.0353], [-0.8997, 9.0507, -0.2737], [0.5698, 8.7390, -1.0779], [-0.1881, 11.4407, 0.0810], [0.8793, 11.2495, -1.0850], [1.4874, 11.3167, 1.7869], [2.5896, 11.4233, 0.4208], [2.5820, 9.0566, 2.0514], [2.7277, 8.9886, 0.2744], [-0.8917, 0.3544, 5.8871], [-0.8131, -1.0906, 5.3680], [0.6199, -1.6005, 5.3911], [0.8680, -3.1318, 5.2137], [0.7110, -3.5104, 3.7856], [2.2315, -3.5136, 5.7663], [1.9774, -3.6171, 7.2771], [0.4752, -3.9036, 7.4409], [-0.0922, -3.9264, 6.0185], [-0.2490, 1.1060, 5.4335], [-0.8469, 0.4418, 6.9726], [-1.9282, 0.6410, 5.6816], [-1.2647, -1.2463, 4.3846], [-1.4632, -1.7256, 5.9768], [1.0492, -1.4302, 6.3771], [1.1993, -1.1437, 4.5902], [0.6794, -4.5886, 3.6443], [1.4089, -3.0367, 3.0939], [-0.2347, -3.1608, 3.3612], [2.3573, -4.5135, 5.3505], [2.9936, -2.7912, 5.4933], [2.6207, -4.3854, 7.6982], [2.2120, -2.6518, 7.7243], [0.3020, -4.8846, 7.8819], [-0.0327, -3.2028, 8.1027], [0.0754, -4.9558, 5.6895], [-1.1437, -3.7108, 5.8648], [3.7138, 3.3057, -1.0681], [2.5550, 3.0510, -2.0313], [2.7086, 3.8825, -3.3260], [1.5532, 3.8362, -4.2999], [1.4201, 2.3896, -4.7424], [1.7895, 4.7492, -5.5103], [0.4657, 5.4602, -5.8161], [-0.6058, 4.9562, -4.8006], [0.2876, 4.4196, -3.6973], [4.6668, 3.3307, -1.5896], [3.7177, 2.6878, -0.1756], [3.3924, 4.2880, -0.7000], [1.5821, 3.3129, -1.6145], [2.5960, 2.0051, -2.3403], [3.5522, 3.5142, -3.9145], [2.9766, 4.9298, -3.1703], [2.4077, 1.9890, -4.9419], [0.8202, 2.3619, -5.6504], [0.8636, 1.8881, -3.9552], [2.1400, 4.1067, -6.3185], [2.6086, 5.4638, -5.4303], [0.0923, 5.1706, -6.7977], [0.6695, 6.5256, -5.8976], [-1.2828, 4.3145, -5.3601], [-1.2088, 5.7961, -4.4588], [-0.1959, 3.6830, -3.0583], [0.6487, 5.3094, -3.1828], [-0.6309, -4.3388, 0.3574], [0.7444, -4.9542, 0.6212], [1.2902, -5.7219, -0.5952], [2.7737, -6.0470, -0.4085], [3.0940, -6.9306, 0.7880], [3.3410, -6.7272, -1.5990], [4.8535, -6.3433, -1.6441], [4.8711, -4.9419, -1.0692], [3.6232, -4.7294, -0.2444], [-1.3703, -5.1229, 0.1547], [-0.5944, -3.8959, -0.6451], [-1.0975, -3.6249, 1.0306], [0.7433, -5.4982, 1.5623], [1.4078, -4.0889, 0.6636], [1.2801, -5.0388, -1.4435], [0.8062, -6.6739, -0.8054], [2.8653, -7.9646, 0.5457], [2.5177, -6.5598, 1.6296], [4.1497, -6.8587, 1.0396], [3.1373, -7.7983, -1.6131], [2.7886, -6.4234, -2.4938], [5.4281, -7.0789, -1.0783], [5.2424, -6.5288, -2.6446], [5.7268, -4.9252, -0.3952], [4.7888, -4.2544, -1.9080], [3.6647, -4.6160, 0.8332], [2.9996, -3.9732, -0.7179], [-3.1348, 4.9484, -1.6935], [-3.7320, 4.9604, -0.3104], [-4.2758, 3.5544, 0.0206], [-4.0195, 3.2215, 1.4762], [-4.8477, 4.1023, 2.3731], [-2.5964, 3.2937, 1.9492], [-2.4934, 2.2680, 3.1117], [-3.6489, 1.2658, 2.9336], [-4.3608, 1.7223, 1.6695], [-2.6866, 5.9179, -1.9234], [-3.8408, 4.6782, -2.4781], [-2.2972, 4.2434, -1.7902], [-4.6237, 5.5848, -0.4188], [-3.1059, 5.4428, 0.4365], [-3.7175, 2.7851, -0.5110], [-5.3471, 3.5161, -0.1564], [-4.7017, 5.1411, 2.0750], [-4.4989, 4.1105, 3.4041], [-5.9109, 3.8909, 2.2937], [-2.3003, 4.2500, 2.3694], [-1.9097, 2.9649, 1.1739], [-2.7339, 2.7268, 4.0695], [-1.5289, 1.7693, 3.0749], [-4.3377, 1.2524, 3.7749], [-3.0686, 0.3463, 2.8608], [-5.4355, 1.5602, 1.6625], [-3.9065, 1.1654, 0.8497], [1.5705, -1.6487, -3.7599], [2.2230, -2.0793, -5.0741], [2.9559, -3.4143, -5.0661], [3.2622, -4.0655, -6.4042], [4.4029, -3.2418, -7.0352], [2.1548, -4.2556, -7.4104], [2.5721, -5.3815, -8.3424], [3.3851, -6.3081, -7.4202], [3.8779, -5.4437, -6.2311], [2.1801, -1.3305, -2.9082], [0.8374, -2.3395, -3.3370], [0.9967, -0.7499, -4.0042], [2.8493, -1.3212, -5.5448], [1.3173, -2.1455, -5.6858], [2.3336, -4.1427, -4.5363], [3.8972, -3.3784, -4.5183], [4.0776, -2.2650, -7.3895], [4.7770, -3.8000, -7.8889], [5.1230, -3.1102, -6.2339], [1.9443, -3.3030, -7.8885], [1.2894, -4.6462, -6.8676], [3.1760, -4.9506, -9.1388], [1.7189, -5.9405, -8.7139], [4.1763, -6.9034, -7.8734], [2.7947, -7.0806, -6.9259], [4.9459, -5.4236, -6.0374], [3.3389, -5.8398, -5.3688], [5.3612, 0.3131, -0.2799], [5.1314, 0.8343, 1.1303], [5.9825, 0.0455, 2.1228], [6.1168, 0.7270, 3.5209], [4.7261, 0.8391, 4.0813], [7.0191, -0.0271, 4.4474], [8.1135, 0.9022, 4.9696], [7.6615, 2.3196, 4.5795], [6.7872, 2.1169, 3.3416], [6.3731, 0.2881, -0.6728], [4.6921, 0.7598, -1.0166], [4.9246, -0.6957, -0.2476], [4.0753, 0.8390, 1.3998], [5.4976, 1.8606, 1.2187], [7.0177, -0.0300, 1.7920], [5.6225, -0.9343, 2.4390], [4.8841, 1.2296, 5.0875], [4.3248, -0.1677, 4.1657], [4.0872, 1.4930, 3.4982], [6.5072, -0.4500, 5.3108], [7.5434, -0.8230, 3.9191], [8.2308, 0.8480, 6.0475], [9.0387, 0.6782, 4.4435], [7.0156, 2.8096, 5.3125], [8.4460, 3.0402, 4.3597], [5.9040, 2.7128, 3.1319], [7.4281, 1.9801, 2.4705], [0.2760, 0.4311, -0.2776], [-0.2438, 1.6262, -0.0189], [-0.3605, -0.2836, -1.2347], [1.5344, 0.5772, -0.7776], [0.4802, -0.4923, 1.3781], [1.1328, 0.5177, 2.1847], [-0.8565, -0.7133, 1.9396], [1.2431, -1.6965, 1.0612]], "forces_ev_per_angstrom": [[-1.00, -2.00, 1.54], [0.06, 1.39, -0.42], [-0.21, 1.13, 1.48], [-1.23, -0.57, 0.08], [-0.32, 1.88, -1.60], [0.76, -0.73, -0.76], [-0.25, 0.15, 0.34], [-0.44, 0.10, -0.36], [0.91, -0.06, -1.00], [-0.12, -0.16, -0.80], [0.52, 0.45, -0.02], [0.43, 1.17, -0.33], [-0.27, -0.61, -0.45], [0.00, 0.09, -0.17], [0.54, 0.35, -0.03], [0.83, -0.90, -0.20], [0.68, -0.76, 0.24], [-0.53, -0.01, 0.30], [-0.16, -1.09, 0.13], [-0.04, -0.03, 0.63], [0.04, 0.27, 0.46], [0.05, 0.00, 0.21], [0.20, 0.09, -0.01], [-0.04, -0.14, -0.03], [0.28, 0.09, 0.18], [-0.46, -0.16, 0.44], [-0.53, -0.21, 0.38], [-0.13, 0.54, -0.14], [0.41, 0.45, 0.79], [-1.03, -0.01, -0.45], [0.62, 0.60, -0.67], [0.70, 1.19, 0.38], [-1.05, -1.71, -1.00], [-0.74, 1.15, 0.55], [1.21, -1.35, -0.16], [-0.15, 1.10, 0.91], [-0.12, 0.11, -0.27], [-0.13, -0.35, -0.12], [0.18, -0.28, 0.01], [-0.56, -0.01, -0.11], [0.09, 0.07, 0.08], [0.33, 0.00, -0.09], [0.04, -0.55, -0.08], [-0.09, -0.16, 0.17], [-0.49, -0.73, -0.31], [-0.06, -0.10, -0.01], [0.46, 0.49, 0.07], [0.15, -0.14, 0.34], [0.13, 0.03, -0.05], [0.63, -0.51, -0.48], [-0.21, 0.50, -0.07], [-0.65, -0.01, 0.08], [0.30, -0.29, 0.17], [-0.18, -0.13, 0.18], [-0.22, 0.68, -0.20], [-1.03, 1.01, 0.95], [0.33, -0.12, -0.34], [-1.32, -1.75, -0.15], [0.13, 1.49, 0.36], [1.19, -0.75, -0.39], [-1.10, 1.35, -0.59], [-0.65, 0.24, 0.05], [0.16, 0.42, -0.27], [0.40, -0.17, -0.20], [0.22, 0.10, 0.13], [-0.03, -0.22, -0.33], [0.10, 0.08, 0.57], [0.90, -0.73, -0.28], [-0.01, 0.31, -0.23], [-0.32, -0.12, 0.01], [0.26, -0.81, 0.06], [0.08, -0.01, 0.23], [-0.04, -0.13, -0.54], [-0.14, 0.56, 0.44], [0.31, 0.46, -0.16], [-0.07, -0.35, 0.83], [0.50, -0.89, -0.33], [0.07, 0.01, 0.00], [0.36, -0.29, 0.29], [0.07, 0.30, 0.04], [0.09, -0.08, 0.11], [-1.36, -0.17, -0.12], [0.08, -0.71, 0.01], [0.33, -0.93, 0.28], [-0.95, 1.37, -1.33], [-0.57, 0.33, -1.10], [-1.32, -0.66, 0.49], [0.13, 0.56, -0.25], [-0.54, -0.27, 0.31], [0.97, -1.50, 0.82], [0.22, -0.32, -0.19], [0.47, -0.27, 0.00], [0.08, 0.35, -0.09], [0.37, 0.61, -0.30], [0.28, 0.23, 0.53], [0.11, 0.44, -0.12], [0.16, 0.19, 0.17], [0.43, -0.06, 0.38], [0.52, -0.06, 0.52], [-0.21, 0.19, 0.59], [0.65, 0.14, -0.10], [-0.04, -0.10, -0.31], [-0.05, 0.10, 0.18], [0.20, -0.20, 0.28], [0.04, 0.04, 0.06], [0.17, 0.20, -0.10], [-0.25, 0.05, -0.24], [0.15, 0.46, -0.07], [-1.50, 1.46, 0.03], [0.19, -0.47, -1.46], [0.96, 0.15, -0.16], [0.18, 0.14, -0.02], [-1.05, 1.02, -0.06], [0.21, -0.41, -0.95], [-0.24, -0.40, -0.83], [1.09, 0.98, -0.92], [-0.45, -0.27, -0.10], [0.11, 0.06, 0.25], [0.00, -0.42, -0.31], [1.13, 0.30, 0.20], [0.08, -0.38, 0.38], [-0.49, -0.03, 0.09], [0.06, -0.13, 0.11], [-0.45, 0.08, 0.32], [-0.01, -0.07, 0.14], [0.03, 0.03, -0.02], [0.33, -0.34, 0.04], [-0.26, -0.11, -0.02], [-0.02, -0.12, 0.97], [0.30, 0.11, -0.14], [-0.41, 0.10, 0.46], [0.11, -0.61, 0.56], [0.03, -0.08, 0.25], [0.25, 0.12, 0.28], [-0.09, -0.24, 0.53], [-0.74, -1.17, -1.87], [-0.03, 1.05, -0.32], [0.56, -0.30, 1.19], [0.70, 0.12, 0.51], [-0.45, 0.33, -0.12], [0.52, -0.34, -1.36], [-1.50, -1.80, 0.02], [0.52, -0.48, 0.34], [-1.84, -1.37, -0.66], [-0.02, -0.16, 0.50], [0.10, 0.57, 0.22], [0.65, 0.05, 0.36], [0.17, -0.24, -0.15], [0.08, -0.03, 0.72], [-0.21, -0.26, -0.21], [-0.22, 0.09, -0.11], [-0.23, 0.03, 0.12], [0.01, -0.21, 0.06], [0.03, 0.07, -0.24], [0.18, -0.03, 0.61], [0.16, 0.67, 0.09], [-0.10, 0.25, 0.43], [-0.06, 0.69, -0.15], [0.36, 0.99, -0.61], [0.91, 0.43, 0.32], [0.47, 0.48, -0.10], [0.07, 0.30, 0.43], [1.35, 0.07, -0.47], [-1.66, -0.14, -0.91], [1.43, 0.85, 1.11], [-0.79, -0.94, 0.64], [-0.02, 0.80, -0.04], [0.51, -1.04, 0.93], [-1.10, 0.69, 0.11], [0.56, 0.24, -0.14], [0.52, -0.35, 0.14], [-0.33, 0.08, -0.16], [-0.17, 0.18, 0.12], [-0.08, -0.14, 0.19], [0.17, 0.29, 0.40], [0.20, -0.40, 0.09], [-0.23, 0.02, -0.28], [0.02, -0.34, 0.00], [-0.01, -0.10, -0.33], [-0.09, -0.69, 0.00], [0.07, -0.30, 0.02], [-0.38, 0.38, -0.60], [-0.27, 0.24, -0.36], [0.92, 0.38, 0.04], [0.08, 0.15, 0.30], [0.20, -0.04, 0.15], [-0.97, -0.55, -0.39], [-0.04, 0.30, -0.05], [-0.13, 0.40, -0.35], [0.09, 0.92, 0.64], [-0.55, -0.37, -0.55], [-0.93, -0.98, 0.23], [2.19, 1.22, -0.77], [-0.71, -0.10, 0.01], [-0.92, -0.38, 0.55], [0.92, -0.01, 0.51], [0.50, -0.26, 0.67], [-1.39, -0.75, 0.46], [0.49, -0.27, -0.29], [0.12, -0.34, -0.38], [-0.09, -0.03, 0.06], [-0.02, 0.24, 0.34], [0.40, -0.34, -0.56], [-0.07, -0.01, -0.05], [0.09, 0.13, -0.14], [-0.33, -0.09, 0.12], [0.26, 0.00, 0.15], [0.36, -0.10, -0.32], [-0.11, -0.04, 0.03], [-0.08, 0.51, 0.24], [-0.07, -0.45, -0.28], [-0.06, 0.36, -0.37], [0.15, 0.51, -0.37], [-0.52, 0.09, -0.48], [-0.01, 0.34, -0.12], [0.49, -0.01, 0.30], [-1.55, -1.15, -0.08], [1.05, 0.57, 0.37], [0.44, 0.16, 1.66], [-0.45, 0.28, -1.32], [1.12, 0.05, 0.98], [1.00, -0.73, 0.62], [-0.11, 1.22, -0.52], [-1.42, 0.67, -0.23], [-0.10, -1.41, -0.04], [0.11, 0.10, 0.31], [0.25, 0.56, 0.11], [0.62, -0.27, -0.23], [-0.04, -0.21, -0.11], [-0.20, 0.10, -0.22], [-0.08, -0.19, -0.23], [-0.15, -0.18, -0.72], [-0.44, 0.14, -0.01], [-0.14, 0.02, -0.13], [0.10, -0.05, -0.11], [-0.55, -0.04, -0.41], [-0.55, -0.18, -0.20], [0.25, -0.26, -0.06], [0.19, -0.02, 0.35], [0.28, -0.26, 0.43], [0.22, -0.23, 0.03], [0.64, 0.91, 0.13], [-0.17, 0.32, -0.17], [1.71, -2.02, 0.79], [-0.41, -0.11, -0.93], [-0.56, 0.99, 0.67], [-0.56, 0.48, 0.30], [-0.79, 0.07, 1.19], [0.98, 0.07, -0.50], [0.02, -0.47, -1.22], [-0.44, 0.82, -0.18]], "mol_weight_da": 1303.22, "homo_ev": -22.84, "relative_energy_kcal_mol": 0.0, "e_lumo_ev": -13.298, "total_charge": 8}